Entry 1:
67
Properties=species:S:1:pos:R:3:forces:R:3 method="wB97M-V/def2-TZVPD" multiplicity=3 homo_lumo_gap_ha="0.2999 / 0.3000" total_charge=0 e_tot_ha=-2414.2986 de_lowest_ev=0.000 s_squared=2.00 lumo_energy_ev="0.14 / 0.14"
O 0.335 -0.043 -1.425 0.086 -0.618 1.439
C -0.419 0.108 -2.571 -0.316 -0.048 -0.135
C -0.143 1.477 -3.209 -0.178 0.020 -0.108
C 0.439 2.509 -2.466 0.043 -0.159 -0.029
H 0.680 2.345 -1.415 0.000 -0.027 -0.307
C 0.690 3.752 -3.047 -0.254 -0.156 -0.179
H 1.190 4.512 -2.448 -0.181 -0.010 -0.182
C 0.278 4.011 -4.357 0.168 -0.208 0.031
H 0.472 4.989 -4.807 -0.160 -0.331 0.124
C -0.346 2.996 -5.096 0.078 -0.119 0.151
H -0.691 3.199 -6.113 0.160 -0.105 0.303
C -0.525 1.726 -4.531 0.039 0.331 0.107
H -0.999 0.914 -5.089 0.107 0.318 0.023
H -0.136 -0.683 -3.300 -0.045 0.300 -0.053
C -2.371 -1.544 -2.007 -0.227 -0.142 0.067
C -1.917 -0.125 -2.244 0.284 0.986 0.002
H -3.436 -1.665 -2.267 0.415 -0.002 0.193
H -2.256 -1.809 -0.936 -0.149 -0.041 -0.509
H -1.813 -2.278 -2.604 0.050 0.237 0.116
C -2.697 0.942 -2.013 0.144 -0.265 0.038
C -4.129 0.918 -1.596 -0.277 -0.153 0.236
H -2.261 1.939 -2.085 -0.005 -0.181 -0.245
H -4.791 1.328 -2.370 0.167 -0.044 0.024
H -4.276 1.528 -0.698 0.042 -0.116 -0.107
H -4.456 -0.097 -1.357 -0.086 0.217 0.003
Pr -0.281 -0.146 0.804 0.366 0.938 -1.031
Cl -2.850 -0.111 1.523 -0.117 -0.017 0.110
C -0.668 0.180 3.976 0.154 -0.441 -0.971
O 0.095 -0.576 3.320 -0.711 0.878 0.683
N -1.185 -0.083 5.170 0.234 -0.024 0.183
C -0.783 -1.254 5.943 -0.174 0.075 0.160
C -2.068 0.885 5.815 0.333 0.052 -0.022
H -1.007 1.146 3.545 0.080 -0.476 0.299
H -0.225 -1.952 5.307 -0.203 0.296 0.215
H -1.682 -1.731 6.354 0.172 -0.035 -0.245
H -0.179 -0.938 6.807 0.012 -0.100 -0.320
H -2.276 1.684 5.092 -0.071 -0.184 0.367
H -1.583 1.295 6.712 -0.091 0.016 -0.259
H -2.999 0.408 6.133 0.060 0.006 -0.216
H 4.903 1.699 -1.425 -0.231 0.093 -0.031
H 4.775 2.038 1.248 -0.279 -0.131 -0.068
C 3.806 1.667 -1.337 0.466 -0.380 0.006
C 3.690 1.869 1.163 -0.415 0.352 -0.173
N 3.414 1.100 -0.052 0.212 -0.525 0.303
H 3.389 1.030 -2.126 0.085 0.350 0.099
C 2.913 -0.138 0.017 -1.048 0.274 0.461
O 2.145 -0.537 0.937 1.565 0.034 -0.855
H 3.324 1.312 2.030 0.065 0.177 -0.215
H 3.213 -0.812 -0.815 -0.490 0.409 0.192
H 3.407 2.686 -1.436 -0.016 -0.403 0.053
H 3.189 2.845 1.107 0.039 -0.238 0.140
H 0.000 -5.812 1.153 -0.150 0.157 -0.215
H 2.110 -5.898 -0.499 -0.070 0.194 -0.073
C -0.458 -5.298 0.293 -0.015 -0.029 -0.100
C 1.571 -5.192 -1.144 0.019 0.067 0.023
N 0.544 -4.486 -0.391 0.245 0.046 0.213
H -1.268 -4.649 0.634 0.173 -0.209 -0.077
C 0.625 -3.178 -0.161 -1.269 0.645 0.746
O -0.239 -2.557 0.526 1.544 -1.131 -0.945
H 2.271 -4.458 -1.552 -0.072 -0.227 0.017
H 1.487 -2.658 -0.620 -0.403 -0.144 0.109
H -0.829 -6.050 -0.411 -0.031 0.157 0.185
H 1.118 -5.763 -1.963 0.051 0.187 0.111
O 0.777 4.104 2.151 -0.155 -0.874 -0.420
C 0.544 2.903 2.099 0.047 0.107 -0.094
O 0.239 2.158 1.074 0.118 0.214 0.679
H 0.610 2.320 3.051 0.065 0.159 -0.028

=====

Entry 2:
23
Properties=species:S:1:pos:R:3:forces:R:3 method="wB97M-V/def2-TZVPD" multiplicity=1 homo_lumo_gap_ha=0.3872 total_charge=0 e_tot_ha=-889.6787 smiles="O=C1N[C@@]2(F)[C@H]3C[C@]1(F)C(O)(O)[C@]2(F)C3" de_lowest_ev=0.000 lumo_energy_ev=0.59
O -2.590 1.743 0.515 -1.508 0.558 0.279
C -1.512 1.254 0.477 2.134 0.077 -1.563
N -0.319 1.974 0.421 -0.791 0.066 0.612
C 0.889 1.151 0.343 -1.901 0.251 -2.508
F 1.971 1.911 0.393 1.096 1.273 -0.157
C 1.054 -0.086 1.208 0.459 1.710 -0.833
C -0.296 -0.617 1.427 -0.914 -2.843 1.825
C -1.236 -0.240 0.283 -0.515 -0.515 0.303
F -2.445 -0.907 0.347 0.216 0.071 0.140
C -0.574 -0.591 -1.073 2.896 1.675 0.481
O -1.202 -0.120 -2.233 3.923 0.045 0.244
O -0.421 -1.972 -1.080 -0.518 -1.193 -3.558
C 0.896 0.170 -0.921 0.110 -1.924 2.020
F 1.447 0.555 -2.066 -0.026 0.573 -1.127
C 1.791 -0.719 -0.008 1.956 -0.525 0.747
H -0.450 2.954 0.075 0.812 -1.341 0.616
H 1.633 0.162 2.077 0.175 -0.372 0.558
H -0.025 -1.725 1.466 -1.559 0.987 0.098
H -0.783 -0.285 2.399 0.698 -0.491 -1.120
H -2.054 -0.188 -1.962 -4.869 -0.049 0.399
H -0.528 -2.286 -2.087 0.417 1.130 3.325
H 2.863 -0.290 0.112 -1.729 -0.673 -0.837
H 1.892 -1.847 -0.113 -0.562 1.510 0.058

=====

Entry 3:
54
Properties=species:S:1:pos:R:3:forces:R:3 method="wB97M-V/def2-TZVPD" multiplicity=3 homo_lumo_gap_ha="0.2144 / 0.2462" total_charge=+2 e_tot_ha=-3144.2451 de_lowest_ev=0.000 s_squared=2.03 lumo_energy_ev="-7.94 / -7.09"
V 0.091 0.644 0.105 -0.215 -0.363 2.081
P -2.315 0.207 -0.419 0.750 0.429 -1.144
C -2.231 0.669 -2.239 -0.606 1.438 0.961
C -0.900 1.303 -2.634 -0.051 0.090 -0.656
N 0.201 1.150 -1.863 -0.137 -1.024 0.490
C 1.455 1.404 -2.320 -0.556 0.433 0.239
C 1.604 2.032 -3.534 1.232 -0.417 0.493
C 0.501 2.337 -4.293 -0.471 0.297 -0.137
C -0.762 1.976 -3.840 -0.113 -0.257 -0.262
C 2.622 1.016 -1.435 0.267 -0.487 0.426
P 2.316 -0.618 -0.565 0.520 0.580 0.134
H -1.631 2.145 -4.459 -0.029 0.010 -0.007
H 2.624 2.243 -3.829 -0.157 0.138 -0.365
H 0.641 2.845 -5.239 -0.179 -0.036 -0.004
H 3.512 0.850 -2.053 -0.025 0.615 0.212
H 2.817 1.744 -0.619 0.077 -0.075 -0.639
H -2.443 -0.254 -2.782 0.245 0.257 -0.417
H -3.066 1.438 -2.413 1.075 -1.276 0.007
H -0.925 -2.169 -3.167 0.496 -0.025 0.646
O -1.250 -2.173 -4.061 -1.931 -0.400 0.100
H -2.172 -2.537 -3.928 1.430 0.431 -0.618
H 0.853 -2.248 -0.959 -2.603 -0.334 1.080
O -0.100 -2.413 -0.601 2.380 -0.601 -1.896
H -0.240 -3.301 -1.002 -0.355 0.483 0.630
C 3.029 -1.853 -1.758 -0.357 -0.608 -0.423
H 3.956 -1.502 -2.232 -0.137 0.293 0.418
H 3.282 -2.819 -1.280 -0.290 0.543 0.068
H 2.362 -2.084 -2.609 0.044 0.197 0.422
C 3.361 -0.768 0.932 0.109 0.234 -0.148
H 2.952 -1.602 1.521 0.130 0.191 -0.213
H 4.423 -0.964 0.694 -0.527 0.220 0.145
H 3.239 0.142 1.546 0.191 -0.364 -0.236
C -3.294 1.551 0.242 -0.083 0.007 0.461
H -4.252 1.578 -0.268 -0.241 0.009 0.051
H -3.428 1.388 1.313 -0.139 0.158 -0.016
H -2.784 2.501 0.091 0.065 0.003 0.036
C -3.286 -1.299 -0.348 -0.076 -0.431 0.336
H -3.615 -1.441 0.683 -0.040 -0.033 -0.040
H -4.161 -1.249 -0.994 -0.063 0.234 0.008
H -2.707 -2.176 -0.631 0.153 0.148 0.026
Cl -0.347 3.237 8.052 -0.010 0.060 -0.011
C -0.211 2.702 6.432 0.082 -0.363 -0.675
C 0.233 1.400 6.173 0.035 0.045 -0.140
C 0.332 0.953 4.866 -0.053 0.015 0.762
C -0.022 1.817 3.845 0.082 -0.122 -1.502
C -0.442 3.124 4.057 -0.120 0.246 0.998
C -0.543 3.556 5.375 0.023 0.060 0.005
C 0.046 1.315 2.471 0.290 -1.462 1.973
O 0.352 0.078 2.263 -0.505 1.743 -2.053
O -0.223 2.093 1.482 0.466 -1.126 -2.087
H 0.500 0.748 6.986 0.017 -0.053 0.214
H 0.669 -0.057 4.635 -0.112 0.284 0.121
H -0.697 3.783 3.230 0.068 -0.175 0.202
H -0.874 4.554 5.615 -0.045 0.141 -0.054

=====

Entry 4:
42
Properties=species:S:1:pos:R:3:forces:R:3 method="wB97M-V/def2-TZVPD" multiplicity=1 homo_lumo_gap_ha=0.2569 total_charge=0 e_tot_ha=-2367.0154 de_lowest_ev=0.000 lumo_energy_ev=-0.52
Ti -0.029 0.117 0.063 0.322 -0.290 0.111
N 1.552 -3.061 2.988 0.057 -0.100 0.166
C 0.878 -2.119 2.264 -0.085 0.122 -0.117
S 1.348 -1.927 0.598 0.101 0.085 0.060
N -0.074 -1.481 2.863 0.069 -0.033 0.043
N -0.741 -0.586 2.045 -0.149 -0.162 -0.219
C -1.877 -0.216 2.509 -0.057 -0.187 -0.047
C -2.822 0.643 1.824 -0.100 0.067 -0.027
C -3.841 1.262 2.559 0.059 -0.046 0.050
C -4.797 2.042 1.945 0.001 0.001 -0.025
C -4.761 2.191 0.558 -0.013 0.014 -0.018
C -3.786 1.569 -0.195 -0.026 -0.026 0.093
C -2.804 0.789 0.426 0.107 0.018 -0.064
O -1.890 0.166 -0.306 -0.280 0.067 -0.128
H 2.458 -3.340 2.657 -0.014 0.031 -0.074
H 1.430 -3.018 3.987 -0.035 0.003 -0.009
H -2.185 -0.652 3.458 0.101 0.192 0.113
H -3.858 1.125 3.634 -0.009 0.005 -0.003
H -5.566 2.527 2.529 -0.003 0.001 -0.002
H -5.507 2.801 0.064 0.002 -0.002 0.002
H -3.751 1.674 -1.272 -0.005 -0.001 -0.005
C -1.202 -1.905 -3.869 -0.025 -0.021 -0.021
C -0.097 -1.790 -4.694 -0.006 -0.001 -0.006
C 1.022 -1.124 -4.228 -0.014 -0.023 0.095
C 1.002 -0.599 -2.943 0.073 0.028 -0.100
N -0.072 -0.698 -2.154 -0.089 0.002 -0.029
C -1.150 -1.339 -2.609 0.051 0.031 0.023
C 2.157 0.122 -2.346 0.020 -0.030 -0.046
C 3.341 0.384 -3.027 -0.054 -0.011 0.044
C 4.345 1.070 -2.367 0.014 0.003 -0.012
C 4.138 1.480 -1.060 0.020 0.017 0.031
C 2.929 1.187 -0.457 -0.040 -0.039 -0.059
N 1.969 0.516 -1.090 -0.075 0.010 0.011
H -2.098 -2.418 -4.188 0.011 -0.003 -0.018
H -0.103 -2.214 -5.690 -0.005 -0.002 0.002
H 1.898 -1.022 -4.851 -0.003 -0.012 -0.010
H -1.990 -1.373 -1.930 0.004 0.005 0.004
H 3.478 0.066 -4.049 0.008 -0.001 -0.002
H 5.276 1.287 -2.872 0.000 0.000 0.004
H 4.894 2.025 -0.511 0.009 -0.005 -0.016
H 2.690 1.496 0.552 0.005 0.003 0.002
O 0.264 1.600 0.618 0.053 0.289 0.203